1.
Below is a 2-piece molecular cluster, C3H7PS overall, with properties calculated with wB97M-V/def2-TZVPD.

Element x y z (Å)
C: 0.51 -0.25 -0.17
C: 1.38 0.63 -1.08
C: 0.19 -1.57 -0.80
P: 1.31 4.76 0.86
S: -0.08 0.27 1.20
H: 0.86 1.02 -1.92
H: 2.23 0.09 -1.56
H: 1.99 1.38 -0.39
H: -0.24 -2.28 -0.11
H: 1.17 -2.01 -1.15
H: -0.46 -1.37 -1.66
H: 1.16 3.27 0.92

Output
Strongest force on any atom: 3.8 eV Å⁻¹
Orbital gap (spin up / spin down): 7.3207 / 7.3000 eV
M: 106.13 g mol⁻¹
Charge: 0
Lowest unoccupied orbital energy (spin up / spin down): -1.303 / -1.315 eV

2.
Below is one molecule with the formula C5H11NO, with properties calculated with wB97M-V/def2-TZVPD.

Element x y z (Å)
C: -1.62 -0.30 -1.59
C: -1.23 -1.12 -0.36
C: 0.99 0.76 0.38
C: 1.13 2.06 1.09
N: 1.26 -0.41 0.97
C: 0.86 -1.62 0.59
O: 0.10 -1.66 -0.55
H: -1.34 0.75 -1.48
H: -1.09 -0.70 -2.46
H: -2.69 -0.35 -1.78
H: -1.26 -0.49 0.54
H: -1.90 -1.97 -0.21
H: 0.64 0.69 -0.64
H: 0.36 2.76 0.73
H: 0.98 1.96 2.17
H: 2.10 2.56 0.94
H: 1.76 -0.38 1.86
H: 1.30 -2.52 0.99

Output
Strongest force on any atom: 0.2 eV Å⁻¹
Orbital gap: 7.1448 eV
M: 101.15 g mol⁻¹
Charge: 0
Lowest unoccupied orbital energy: 1.026 eV

3.
Below is one molecule with the formula C3H6N2O, with properties calculated with wB97M-V/def2-TZVPD.

Element x y z (Å)
O: -1.00 2.44 -0.38
C: -0.51 1.34 -0.19
N: 0.39 0.66 -1.04
C: 0.61 -0.75 -0.60
C: -0.01 -0.72 0.79
N: -0.76 0.52 0.89
H: 0.20 0.88 -2.02
H: 1.48 -1.56 -0.23
H: 0.26 -1.40 -1.39
H: -0.53 -1.68 0.84
H: 0.79 -0.74 1.54
H: -0.92 0.97 1.79

Output
Strongest force on any atom: 3.6 eV Å⁻¹
SMILES: O=C1NCCN1
Orbital gap: 10.0861 eV
M: 86.09 g mol⁻¹
Charge: 0
Lowest unoccupied orbital energy: 0.796 eV

4.
Below is one molecule with the formula C4H4Cl2S2, with properties calculated with wB97M-V/def2-TZVPD.

Element x y z (Å)
S: -1.02 -1.82 1.55
C: -0.78 -0.46 0.62
C: 0.32 0.69 0.58
S: 1.78 0.48 1.70
C: 0.54 0.30 -0.89
Cl: 0.75 1.71 -1.92
C: -0.94 -0.39 -0.86
Cl: -1.10 -1.79 -1.86
H: -0.13 1.81 0.73
H: 1.09 -0.33 2.61
H: 1.10 -0.61 -1.10
H: -1.62 0.41 -1.17

Output
Strongest force on any atom: 3.1 eV Å⁻¹
SMILES: S=C1[C@@H](S)[C@H](Cl)[C@H]1Cl
Orbital gap: 8.2441 eV
M: 187.12 g mol⁻¹
Charge: 0
Lowest unoccupied orbital energy: -1.225 eV

5.
Below is a 14-piece molecular cluster, C32H84F6O16 overall, with properties calculated with wB97M-V/def2-TZVPD.

Element x y z (Å)
C: 3.35 -2.82 -6.97
O: 3.18 -1.99 -5.79
O: 2.46 -3.91 -6.95
C: 3.28 -1.88 -8.29
F: 3.22 -2.40 -9.48
F: 2.28 -0.99 -8.33
F: 4.40 -1.11 -8.38
C: 4.41 -1.59 -5.30
C: 4.06 -0.96 -3.90
H: 3.26 -1.50 -3.41
H: 4.94 -0.86 -3.27
H: 3.70 0.04 -4.15
H: 4.87 -0.81 -5.91
H: 5.10 -2.38 -5.02
H: 4.38 -3.17 -6.88
C: -1.32 -1.88 1.11
O: -1.01 -0.81 0.20
O: -2.34 -2.68 0.46
C: 0.02 -2.52 1.72
F: 0.67 -3.26 0.74
F: 0.91 -1.58 2.06
F: -0.02 -3.28 2.86
C: -0.96 0.53 0.68
C: -0.97 1.54 -0.46
H: -1.84 1.47 -1.11
H: -0.91 2.56 -0.06
H: -0.10 1.43 -1.11
H: 0.03 0.61 1.12
H: -1.77 0.76 1.38
H: -1.77 -1.49 2.02
C: 0.77 8.72 -4.24
C: 0.64 8.01 -2.88
O: 1.34 8.67 -1.85
H: 0.35 8.14 -5.07
H: 1.78 9.00 -4.53
H: 0.19 9.64 -4.22
H: 1.14 7.06 -3.05
H: -0.41 7.93 -2.61
H: 2.23 8.88 -2.13
C: -2.39 11.49 3.47
C: -1.44 10.36 3.06
O: -1.94 9.68 1.99
H: -3.33 11.06 3.80
H: -2.69 12.18 2.69
H: -1.97 12.05 4.31
H: -1.46 9.63 3.87
H: -0.41 10.56 2.75
H: -1.23 9.41 1.40
C: -2.51 -8.07 5.38
C: -3.62 -8.18 4.26
O: -2.82 -7.95 3.08
H: -1.58 -8.59 5.19
H: -3.02 -8.50 6.25
H: -2.40 -6.99 5.47
H: -4.48 -7.51 4.29
H: -4.00 -9.18 4.06
H: -3.05 -7.08 2.76
C: 4.28 3.55 4.50
C: 4.96 3.42 5.90
O: 6.00 2.42 6.00
H: 3.41 4.20 4.52
H: 3.98 2.56 4.16
H: 5.08 4.01 3.92
H: 4.13 3.27 6.59
H: 5.40 4.32 6.31
H: 5.63 1.54 6.08
C: -7.72 3.00 -5.10
C: -6.18 2.81 -4.75
O: -5.86 1.45 -4.45
H: -8.13 3.82 -4.52
H: -8.24 2.04 -4.97
H: -7.82 3.10 -6.18
H: -5.95 3.34 -3.83
H: -5.60 3.32 -5.52
H: -6.20 1.25 -3.58
C: -1.56 0.95 6.75
C: -2.63 2.01 6.53
O: -3.85 1.47 7.11
H: -0.61 1.35 6.39
H: -1.82 -0.04 6.37
H: -1.30 0.92 7.80
H: -2.84 2.17 5.47
H: -2.38 2.96 6.99
H: -3.79 1.72 8.04
C: 5.53 -3.45 7.48
C: 6.36 -3.46 8.75
O: 5.74 -4.28 9.77
H: 5.28 -4.47 7.17
H: 6.17 -3.11 6.66
H: 4.67 -2.80 7.34
H: 6.54 -2.44 9.11
H: 7.37 -3.81 8.51
H: 6.24 -4.26 10.59
C: 8.26 -1.62 1.79
C: 7.75 -2.92 1.26
O: 8.67 -3.89 1.79
H: 7.83 -0.72 1.35
H: 9.34 -1.56 1.63
H: 8.20 -1.55 2.88
H: 7.68 -3.16 0.20
H: 6.72 -3.19 1.52
H: 9.45 -3.68 1.28
C: 0.41 3.98 -7.46
C: 1.56 4.17 -8.44
O: 2.22 5.41 -8.10
H: -0.19 3.08 -7.61
H: -0.24 4.86 -7.56
H: 0.83 3.90 -6.47
H: 1.24 4.25 -9.48
H: 2.37 3.46 -8.58
H: 1.64 6.14 -8.31
C: -8.30 -3.47 -3.81
C: -7.96 -4.78 -3.13
O: -6.56 -5.09 -3.17
H: -9.39 -3.40 -3.78
H: -8.04 -3.45 -4.87
H: -7.97 -2.56 -3.31
H: -8.45 -5.61 -3.64
H: -8.26 -4.72 -2.08
H: -6.16 -4.48 -2.55
C: -8.68 0.46 2.03
C: -7.20 -0.04 2.16
O: -6.85 -0.30 0.81
H: -8.55 1.33 1.39
H: -9.11 0.83 2.96
H: -9.50 -0.13 1.64
H: -7.12 -0.97 2.71
H: -6.51 0.60 2.71
H: -6.12 -0.91 0.77
C: 4.05 -9.79 -3.01
C: 3.74 -8.33 -2.77
O: 2.43 -8.10 -3.20
H: 4.15 -10.06 -4.06
H: 3.29 -10.48 -2.63
H: 5.04 -10.08 -2.65
H: 4.43 -7.71 -3.34
H: 3.89 -8.18 -1.71
H: 2.51 -7.86 -4.13

Output
Strongest force on any atom: 4.8 eV Å⁻¹
Orbital gap: 4.6170 eV
M: 839.00 g mol⁻¹
Charge: -2
Lowest unoccupied orbital energy: 2.766 eV

6.
Below is a 4-piece molecular cluster, C4H15NO4S2 overall, with properties calculated with wB97M-V/def2-TZVPD.

Element x y z (Å)
N: 1.40 -2.41 0.03
C: 0.38 -1.67 0.78
C: 0.85 -1.56 2.16
O: 0.29 -1.76 3.27
C: 0.35 -0.26 0.16
S: -0.29 -0.13 -1.55
S: -1.26 1.49 -2.06
C: -2.97 1.19 -1.42
H: 1.56 -3.31 0.51
H: 1.18 -2.54 -0.94
H: -0.68 -2.03 0.52
H: 1.80 -0.94 2.27
H: -0.48 0.34 0.76
H: 1.35 0.30 0.24
H: -3.32 2.25 -1.26
H: -3.76 0.72 -2.00
H: -3.20 0.57 -0.51
H: 4.05 1.86 0.00
H: 4.17 0.97 -1.17
O: 3.79 1.80 -0.98
H: -2.29 -1.58 1.26
H: -1.97 -1.53 2.78
O: -2.71 -1.49 2.14
H: 1.87 2.67 1.67
H: 1.62 2.67 0.05
O: 1.28 2.51 0.97

Output
Strongest force on any atom: 6.2 eV Å⁻¹
2S+1: 2
Orbital gap (spin up / spin down): 9.3253 / 5.2845 eV
M: 205.30 g mol⁻¹
Charge: +1
Lowest unoccupied orbital energy (spin up / spin down): -4.543 / -8.574 eV

7.
Below is C5H9NO as an isolated structure, with properties calculated with wB97M-V/def2-TZVPD.

Element x y z (Å)
C: 1.72 -0.80 0.38
C: 0.70 -0.25 -0.32
C: -1.04 1.24 0.39
C: -1.36 -1.28 0.10
C: -0.69 0.05 -0.47
N: 2.11 1.09 -0.46
O: 2.83 0.01 0.15
H: 1.81 -1.77 0.92
H: -0.77 2.17 -0.21
H: -0.40 1.47 1.23
H: -2.06 1.26 0.74
H: -1.11 -1.43 1.06
H: -0.97 -2.12 -0.50
H: -2.39 -1.19 -0.11
H: -0.95 0.33 -1.50
H: 2.56 1.21 -1.40

Output
Strongest force on any atom: 5.9 eV Å⁻¹
Orbital gap: 9.6290 eV
M: 99.13 g mol⁻¹
Charge: 0
Lowest unoccupied orbital energy: 0.976 eV

8.
Below is one molecule with the formula C2H6BrP, with properties calculated with wB97M-V/def2-TZVPD.

Element x y z (Å)
C: -0.77 -0.75 -0.75
C: -0.28 0.32 0.20
P: 1.40 1.08 -0.21
Br: -0.36 -0.79 2.14
H: -0.71 -0.54 -1.86
H: -1.83 -1.06 -0.55
H: -0.19 -1.72 -0.67
H: -0.96 1.09 0.56
H: 1.60 2.20 0.68
H: 2.09 0.17 0.48

Output
Strongest force on any atom: 2.1 eV Å⁻¹
SMILES: C[C@H](P)Br
Orbital gap: 9.3859 eV
M: 140.95 g mol⁻¹
Charge: 0
Lowest unoccupied orbital energy: -0.083 eV

9.
Below is one molecule with the formula C4H9NO, with properties calculated with wB97M-V/def2-TZVPD.

Element x y z (Å)
C: 1.95 -1.08 -0.80
C: 1.59 -0.86 0.46
O: 0.73 0.13 0.87
N: -0.32 0.27 -0.09
C: -1.44 -0.46 0.47
C: -0.61 1.68 -0.26
H: 1.58 -0.44 -1.59
H: 2.58 -1.92 -1.07
H: 1.92 -1.47 1.30
H: -2.22 -0.56 -0.29
H: -1.86 0.02 1.37
H: -1.09 -1.46 0.74
H: -0.99 2.17 0.65
H: 0.29 2.20 -0.60
H: -1.37 1.75 -1.05

Output
Strongest force on any atom: 0.3 eV Å⁻¹
SMILES: C=CON(C)C
Orbital gap: 9.8534 eV
M: 87.12 g mol⁻¹
Charge: 0
Lowest unoccupied orbital energy: 1.114 eV

10.
Below is C23H44N3O2P2Ti as an isolated structure, with properties calculated with wB97M-V/def2-TZVPD.

Element x y z (Å)
Ti: -0.66 0.26 -0.39
P: -0.58 -1.68 -1.47
P: -0.30 2.36 0.22
N: 0.78 0.80 -2.05
C: 1.02 -1.61 -2.48
H: 1.66 -2.47 -2.24
H: 0.78 -1.67 -3.56
C: 1.76 -0.30 -2.18
H: 2.31 -0.37 -1.23
H: 2.50 -0.07 -2.98
C: 1.33 2.18 -1.98
H: 0.67 2.83 -2.59
H: 2.34 2.21 -2.45
C: 1.38 2.70 -0.54
H: 1.68 3.76 -0.51
H: 2.11 2.12 0.05
C: -0.13 2.87 2.03
C: 0.04 1.68 2.98
H: 1.07 1.28 2.96
H: -0.66 0.86 2.73
H: -0.17 1.99 4.02
C: -1.39 3.71 -0.52
C: -2.84 3.53 -0.03
H: -3.54 3.60 -0.88
H: -3.12 4.31 0.70
H: -2.97 2.54 0.45
C: -1.85 -2.13 -2.79
C: -3.07 -2.82 -2.14
H: -3.97 -2.74 -2.77
H: -3.28 -2.35 -1.16
H: -2.86 -3.89 -1.99
C: -0.31 -3.26 -0.48
C: -1.39 -3.49 0.59
H: -1.01 -4.18 1.36
H: -2.31 -3.92 0.16
H: -1.66 -2.54 1.08
C: -2.12 -0.06 0.53
C: -0.90 5.15 -0.33
H: -0.08 5.20 0.41
H: -0.54 5.60 -1.27
H: -1.72 5.79 0.05
C: -1.21 -3.05 -3.84
H: -1.89 -3.88 -4.10
H: -1.00 -2.48 -4.77
H: -0.26 -3.48 -3.49
C: -0.06 -4.51 -1.34
H: 0.16 -5.37 -0.69
H: -0.95 -4.76 -1.94
H: 0.80 -4.38 -2.03
C: -1.35 3.72 2.45
H: -2.31 3.20 2.28
H: -1.30 3.97 3.52
H: -1.37 4.66 1.87
H: 0.77 3.50 2.09
H: 0.63 -3.01 0.06
H: -1.37 3.45 -1.59
H: -2.18 -1.19 -3.27
O: -3.14 -0.23 1.10
H: 0.14 0.76 -2.85
H: -1.79 0.87 -1.47
N: 5.19 -0.99 3.32
C: 4.39 -0.58 2.30
O: 4.90 0.04 1.38
C: 2.91 -0.86 2.27
C: 2.29 -1.61 3.27
C: 0.92 -1.78 3.23
C: 0.19 -1.23 2.19
N: 0.74 -0.52 1.15
C: 2.11 -0.33 1.23
H: 6.20 -0.78 3.30
H: 4.84 -1.51 4.13
H: 2.82 -2.05 4.10
H: 0.42 -2.32 4.02
H: -0.86 -1.32 2.31
H: 2.64 0.27 0.55

Output
Strongest force on any atom: 7.8 eV Å⁻¹
2S+1: 3
Orbital gap (spin up / spin down): 6.3338 / 8.1086 eV
M: 504.44 g mol⁻¹
Charge: +1
Lowest unoccupied orbital energy (spin up / spin down): -3.508 / -3.436 eV

11.
Below is C14H21F6FeN3O15PS4 as an isolated structure, with properties calculated with wB97M-V/def2-TZVPD.

Element x y z (Å)
Fe: -0.16 0.33 0.39
C: 2.65 1.71 -2.47
C: 1.35 0.92 -2.43
C: 1.10 0.22 -3.76
O: 1.32 -0.08 -1.40
C: 0.19 1.85 -2.19
O: -0.15 2.70 -2.98
O: -0.49 1.63 -1.07
H: 3.48 1.03 -2.70
H: 2.84 2.19 -1.51
H: 2.58 2.47 -3.24
H: 1.98 -0.38 -4.03
H: 0.90 0.95 -4.54
H: 0.25 -0.45 -3.67
H: 2.02 0.11 -0.75
F: 2.22 -4.58 -0.41
C: 2.01 -3.35 0.08
F: 2.47 -2.46 -0.78
F: 2.58 -3.23 1.25
S: 0.13 -3.30 0.18
O: -0.54 -2.10 0.74
O: -0.18 -4.53 0.84
N: -0.14 -3.26 -1.41
S: -1.48 -2.51 -1.76
O: -1.44 -1.05 -1.76
O: -2.67 -3.07 -1.12
C: -1.77 -3.00 -3.48
F: -2.98 -2.52 -3.79
F: -1.77 -4.31 -3.59
F: -0.87 -2.46 -4.30
O: 1.57 3.94 1.41
S: 1.23 2.56 1.54
O: -0.21 2.27 1.59
O: 1.74 1.68 0.47
C: 2.14 1.98 2.98
C: 2.93 2.91 3.61
C: 3.87 2.51 4.56
C: 4.02 1.17 4.86
C: 3.22 0.22 4.24
C: 2.28 0.62 3.31
S: 1.28 -0.64 2.58
O: 1.46 -1.84 3.34
O: -0.09 -0.07 2.55
O: 1.69 -0.75 1.15
H: 2.83 3.95 3.33
H: 4.48 3.25 5.06
H: 4.77 0.85 5.58
H: 3.31 -0.84 4.46
N: -3.26 -1.78 1.36
C: -4.23 -0.93 0.58
P: -3.56 0.78 0.39
O: -4.41 1.79 1.05
O: -2.10 0.59 0.82
C: -3.52 1.24 -1.37
N: -2.86 2.60 -1.37
H: -3.65 -2.18 2.20
H: -2.45 -1.19 1.60
H: -2.88 -2.51 0.74
H: -5.16 -0.86 1.14
H: -4.41 -1.39 -0.39
H: -4.53 1.34 -1.76
H: -2.92 0.55 -1.96
H: -1.79 2.44 -1.33
H: -3.13 3.11 -0.52
H: -3.09 3.16 -2.18

Output
Strongest force on any atom: 1.4 eV Å⁻¹
2S+1: 6
Orbital gap (spin up / spin down): 9.8930 / 7.8760 eV
M: 800.40 g mol⁻¹
Charge: 0
Lowest unoccupied orbital energy (spin up / spin down): -0.025 / -2.015 eV

12.
Below is C6H24CaN13O9 as an isolated structure, with properties calculated with wB97M-V/def2-TZVPD.

Element x y z (Å)
Ca: -10.62 0.41 14.20
N: -9.87 -3.06 14.39
O: -10.25 -2.00 13.82
O: -10.08 -3.22 15.60
O: -9.32 -3.95 13.72
C: -12.20 0.15 11.07
O: -11.65 0.40 12.15
N: -12.96 -0.94 10.89
N: -12.18 1.07 10.07
H: -13.35 -1.13 9.99
H: -13.05 -1.61 11.63
H: -12.68 0.93 9.21
H: -11.56 1.84 10.15
C: -13.17 3.02 14.44
O: -12.36 2.15 14.75
N: -13.86 3.72 15.37
N: -13.59 3.19 13.14
H: -13.64 3.56 16.34
H: -14.62 4.33 15.11
H: -12.93 2.95 12.41
H: -14.18 3.97 12.91
C: -8.43 -0.36 16.92
O: -9.32 0.02 16.16
N: -7.96 0.46 17.90
N: -7.94 -1.61 16.86
H: -7.12 0.24 18.39
H: -8.38 1.37 17.95
H: -7.16 -1.94 17.41
H: -8.30 -2.24 16.16
C: -13.31 -1.03 15.91
O: -12.34 -0.51 15.37
N: -13.91 -2.12 15.38
N: -13.83 -0.60 17.09
H: -14.70 -2.58 15.79
H: -13.49 -2.53 14.57
H: -14.64 -1.07 17.46
H: -13.61 0.29 17.50
C: -8.93 3.41 14.36
O: -9.68 2.50 14.63
N: -8.47 3.73 13.11
N: -8.49 4.27 15.35
H: -8.79 3.15 12.36
H: -7.78 4.44 13.01
H: -9.09 4.38 16.15
H: -7.97 5.09 15.11
C: -7.19 0.17 13.18
O: -8.39 0.38 13.30
N: -6.68 -0.73 12.30
N: -6.31 0.66 14.09
H: -5.70 -0.90 12.24
H: -7.29 -1.29 11.73
H: -6.68 1.24 14.83
H: -5.33 0.68 13.85

Output
Strongest force on any atom: 1.7 eV Å⁻¹
Orbital gap: 7.7945 eV
M: 462.42 g mol⁻¹
Charge: +1
Lowest unoccupied orbital energy: -2.161 eV